Version a
This record from the Open Molecules 2025 dataset describes a cluster of 4 separate species, C3H13O3S in total. The level of theory is ωB97M-V with the def2-TZVPD basis set.

Output
**Charge**: -1
**HOMO energy**: -3.31 eV
**Frontier orbital gap**: 6.87 eV
**E_LUMO**: 3.56 eV

Last column: natural (NBO) charge in e.
CARTESIAN COORDINATES (ANGSTROEM)
C -1.074 0.533 1.282  -0.62
C -1.526 1.651 0.210  -0.42
C -0.635 1.594 -1.055  -0.51
S -1.103 0.277 -2.361  -0.71
H -1.871 0.442 2.058  0.19
H -0.901 -0.472 0.836  0.21
H -0.164 1.027 1.718  0.19
H -1.663 2.592 0.858  0.18
H -2.519 1.293 -0.082  0.21
H -0.581 2.526 -1.567  0.19
H 0.432 1.454 -0.904  0.18
H 2.832 -0.596 2.937  0.47
H 2.688 0.073 1.451  0.50
O 3.234 0.024 2.283  -0.97
H -0.289 -1.641 -2.447  0.50
H -0.690 -3.057 -1.907  0.45
O 0.051 -2.609 -2.259  -1.04
H 0.836 -1.051 -0.222  0.48
H 1.378 -2.413 -0.652  0.49
O 1.563 -1.645 -0.175  -0.98

***

Version b
This record from the Open Molecules 2025 dataset describes a cluster of 4 separate species, C3H13O3S in total. The level of theory is ωB97M-V with the def2-TZVPD basis set.

Output
**Charge**: -1
**HOMO energy**: -2.98 eV
**Frontier orbital gap**: 6.03 eV
**E_LUMO**: 3.05 eV

Last column: natural (NBO) charge in e.
CARTESIAN COORDINATES (ANGSTROEM)
C -1.312 0.160 -2.695  -0.62
C -2.149 0.963 -1.694  -0.40
C -3.092 0.123 -0.834  -0.51
S -2.288 -1.279 0.030  -0.68
H -0.419 0.717 -2.968  0.18
H -0.989 -0.773 -2.244  0.24
H -1.907 -0.048 -3.593  0.18
H -2.718 1.659 -2.336  0.17
H -1.491 1.567 -1.068  0.19
H -3.432 0.770 -0.045  0.19
H -3.917 -0.237 -1.444  0.17
H 6.659 -0.318 0.162  0.46
H 6.113 1.005 -0.236  0.47
O 6.791 0.623 0.334  -0.93
H -0.711 -0.224 0.967  0.49
H -0.389 0.109 2.457  0.46
O -0.026 0.188 1.572  -1.04
H 1.902 0.325 1.832  0.51
H 2.410 -0.465 3.040  0.46
O 2.626 0.300 2.485  -0.98

***

The most stable of them is version b.

***

Version a
This record from the Open Molecules 2025 dataset describes a cluster of 10 separate species, C6H31NO10 in total. The level of theory is ωB97M-V with the def2-TZVPD basis set.

Output
**HOMO energy**: -9.10 eV
**Frontier orbital gap**: 8.95 eV
**E_LUMO**: -0.15 eV
**SMILES string**: CC[C@@H](C)[C@H](N)C=O.O.O.O.O.O.O.O.O.O

Last column: natural (NBO) charge in e.
CARTESIAN COORDINATES (ANGSTROEM)
C -0.427 -2.062 -1.678  -0.62
C 0.813 -1.669 -0.829  -0.44
C 0.573 -0.367 -0.055  -0.23
C 0.572 -0.598 1.505  -0.61
C 1.678 0.708 -0.275  -0.13
N 1.814 1.050 -1.673  -0.85
C 3.086 0.224 0.280  0.39
O 3.630 1.082 0.947  -0.53
H -0.254 -2.187 -2.751  0.20
H -1.199 -1.304 -1.556  0.21
H -0.867 -2.915 -1.206  0.21
H 1.628 -1.545 -1.603  0.23
H 1.134 -2.541 -0.247  0.19
H -0.406 0.094 -0.162  0.23
H 1.556 -1.054 1.813  0.19
H -0.197 -1.234 1.874  0.21
H 0.663 0.325 2.072  0.21
H 1.289 1.478 0.387  0.21
H 1.642 0.262 -2.282  0.38
H 2.693 1.530 -1.789  0.37
H 3.628 -0.617 -0.164  0.13
O 2.205 -3.654 1.590  -0.95
H 2.571 -3.237 0.795  0.47
H 3.045 -4.012 1.919  0.48
O -0.554 -3.538 2.618  -0.95
H -0.395 -4.009 1.779  0.48
H 0.351 -3.223 2.766  0.49
O -2.720 -1.927 1.172  -0.94
H -2.400 -1.042 0.955  0.46
H -2.071 -2.169 1.848  0.48
O -0.664 2.433 -1.454  -0.97
H -1.263 2.583 -2.203  0.51
H 0.223 2.680 -1.739  0.50
O -3.121 2.224 -2.541  -0.97
H -3.519 1.611 -1.894  0.50
H -3.599 3.000 -2.195  0.48
O -4.342 1.579 -0.153  -0.95
H -4.979 2.043 0.411  0.48
H -3.684 1.522 0.561  0.48
O -2.314 3.896 0.007  -0.99
H -1.796 4.708 0.080  0.45
H -1.689 3.357 -0.557  0.50
O 3.206 -2.655 -1.972  -0.96
H 4.153 -2.700 -2.123  0.48
H 2.826 -3.542 -1.909  0.49
O -1.235 3.070 2.336  -0.95
H -1.353 3.932 1.940  0.48
H -0.393 3.029 2.797  0.47

***

Version b
This record from the Open Molecules 2025 dataset describes a cluster of 11 separate species, C6H31NO10 in total. The level of theory is ωB97M-V with the def2-TZVPD basis set.

Output
**HOMO energy**: -8.95 eV
**Frontier orbital gap**: 8.96 eV
**E_LUMO**: 0.01 eV
**SMILES string**: C=CC(=C)CCN.O.O.O.O.O.O.O.O.O.O

Last column: natural (NBO) charge in e.
CARTESIAN COORDINATES (ANGSTROEM)
C 1.596 -2.417 -2.728  -0.40
C 2.161 -2.778 -1.641  -0.21
C 1.885 -2.057 -0.419  -0.08
C 2.184 -2.576 0.739  -0.31
C 1.136 -0.789 -0.385  -0.49
C 1.980 0.467 0.050  -0.20
N 1.845 1.524 -1.084  -0.91
H 1.883 -2.820 -3.740  0.19
H 0.936 -1.630 -3.098  0.21
H 2.861 -3.608 -1.616  0.22
H 1.968 -2.275 1.670  0.20
H 2.713 -3.609 0.830  0.18
H 0.468 -0.698 -1.309  0.23
H 0.289 -0.591 0.391  0.23
H 1.920 0.905 1.110  0.15
H 3.108 0.307 0.145  0.20
H 1.520 1.101 -1.914  0.40
H 2.585 2.222 -1.270  0.38
O -0.142 3.814 -0.401  -1.01
H 0.489 3.043 -0.803  0.50
H -1.046 3.484 -0.523  0.47
O -0.168 0.527 -3.184  -0.93
H -0.355 0.714 -3.972  0.45
H -0.730 -0.200 -2.914  0.48
O -1.768 -1.959 4.057  -0.97
H -2.268 -2.408 3.332  0.47
H -1.665 -1.032 3.764  0.47
O -1.752 0.444 -0.303  -1.00
H -1.725 -0.468 -0.057  0.51
H -0.843 0.859 -0.216  0.51
O -0.741 -1.781 1.767  -0.93
H 0.176 -1.842 1.645  0.47
H -0.760 -0.995 2.270  0.47
O -3.041 2.576 -1.178  -0.99
H -2.553 1.732 -1.403  0.50
H -3.733 2.471 -0.509  0.48
O 2.483 -0.816 2.526  -0.92
H 2.590 -0.899 3.423  0.48
H 2.457 0.077 2.374  0.46
O -2.185 0.451 2.958  -0.96
H -1.779 1.296 3.154  0.49
H -2.326 0.627 2.047  0.49
O -2.789 -0.246 -3.208  -0.98
H -3.168 0.349 -3.770  0.49
H -2.600 -0.078 -2.295  0.49
O -1.221 2.957 1.964  -0.98
H -1.439 3.524 1.281  0.50
H -0.435 3.101 2.440  0.48

***

The most stable of them is version a.

***

Version a
This record from the Open Molecules 2025 dataset describes an isolated molecule of C3H9N3S. The level of theory is ωB97M-V with the def2-TZVPD basis set.

Output
**HOMO energy**: -8.96 eV
**Frontier orbital gap**: 9.50 eV
**E_LUMO**: 0.53 eV
**SMILES string**: [H]/N=C\N(N)CCS

Last column: natural (NBO) charge in e.
CARTESIAN COORDINATES (ANGSTROEM)
H 1.169 -1.959 0.026  0.31
N 1.695 -1.581 -0.791  -0.65
C 1.409 -0.348 -0.686  0.26
N 0.536 0.457 0.146  -0.34
N 0.573 1.921 -0.119  -0.64
C -0.363 -0.143 1.145  -0.24
C -1.475 -0.908 0.409  -0.55
S -2.488 0.012 -0.771  -0.04
H 1.907 0.222 -1.551  0.16
H 1.597 2.288 -0.052  0.36
H 0.344 2.080 -1.094  0.35
H 0.184 -0.764 1.849  0.21
H -0.762 0.771 1.632  0.24
H -0.943 -1.661 -0.169  0.21
H -2.178 -1.352 1.158  0.23
H -1.203 0.965 -1.132  0.13

***

Version b
This record from the Open Molecules 2025 dataset describes an isolated molecule of C3H9N3S. The level of theory is ωB97M-V with the def2-TZVPD basis set.

Output
**HOMO energy**: -8.19 eV
**Frontier orbital gap**: 8.90 eV
**E_LUMO**: 0.71 eV
**SMILES string**: CCNC(=S)NN

Last column: natural (NBO) charge in e.
CARTESIAN COORDINATES (ANGSTROEM)
C 1.091 1.904 -2.506  -0.62
C 1.200 0.909 -1.342  -0.23
N -0.052 0.226 -0.978  -0.59
C -0.316 -0.219 0.252  0.29
S -1.867 -0.647 0.762  -0.32
N 0.780 -0.527 1.008  -0.46
N 0.702 -1.207 2.254  -0.62
H 2.065 2.033 -2.942  0.22
H 0.380 1.548 -3.287  0.21
H 0.893 2.914 -2.130  0.22
H 1.926 0.168 -1.641  0.18
H 1.585 1.455 -0.493  0.20
H -0.818 0.498 -1.554  0.41
H 1.688 -0.574 0.559  0.39
H 0.101 -0.611 2.798  0.37
H 0.199 -2.080 2.084  0.36

***

Version c
This record from the Open Molecules 2025 dataset describes an isolated molecule of C3H9N3S. The level of theory is ωB97M-V with the def2-TZVPD basis set.

Output
**HOMO energy**: -8.18 eV
**Frontier orbital gap**: 9.05 eV
**E_LUMO**: 0.87 eV
**SMILES string**: CNC(=NS)NC

Last column: natural (NBO) charge in e.
CARTESIAN COORDINATES (ANGSTROEM)
C 1.090 -1.944 1.475  -0.42
N 1.031 -0.483 1.471  -0.63
C 0.350 0.077 0.372  0.59
N -0.709 0.723 0.658  -0.67
S -1.631 1.570 -0.507  0.13
N 1.020 -0.182 -0.811  -0.65
C 0.358 -0.959 -1.821  -0.42
H 0.929 -2.434 0.514  0.20
H 2.090 -2.188 1.829  0.20
H 0.379 -2.391 2.182  0.20
H 0.686 -0.040 2.297  0.39
H -0.705 2.371 -1.123  0.10
H 1.990 -0.383 -0.724  0.39
H 1.061 -1.204 -2.643  0.21
H -0.035 -1.923 -1.397  0.17
H -0.487 -0.371 -2.211  0.22

***

The most stable of them is version b.